H14O6S | ωB97M-V/def2-TZVPD

Structure (XYZ):
```
21
Properties=species:S:1:pos:R:3:mulliken_charge:R:1
S 1.65 -3.04 -2.02 -0.26
H 1.12 -2.77 -0.76 0.12
H 2.15 -1.86 -2.15 0.13
H -0.50 1.15 -0.63 0.27
H 0.42 1.17 -1.83 0.29
O -0.08 0.57 -1.24 -0.55
H 1.37 -1.39 2.08 0.27
H 0.31 -0.46 1.46 0.34
O 1.22 -0.60 1.59 -0.56
H -2.01 -2.12 -0.09 0.29
H -1.27 -1.08 -0.78 0.32
O -2.14 -1.34 -0.48 -0.60
H -2.07 0.72 2.15 0.30
H -1.95 0.50 0.64 0.32
O -1.66 1.02 1.37 -0.67
H 2.34 2.93 -0.21 0.29
H 2.36 1.85 0.78 0.32
O 2.91 2.54 0.43 -0.62
H -2.34 2.78 1.84 0.34
H -3.53 3.43 1.09 0.29
O -3.10 3.29 1.92 -0.62
```

Output
energy relative to the best compared isomer or geometry (same formula, charge and spin) = 147.80 kJ/mol
lowest unoccupied orbital energy = 0.0 eV
SMILES = O.O.O.O.O.O.S

---

C35H70Al2BBrClF13KN7O16P3 | ωB97M-V/def2-TZVPD

Structure (XYZ):
```
150
Properties=species:S:1:pos:R:3:mulliken_charge:R:1
C -6.72 -5.29 1.74 -0.89
O -5.40 -4.60 2.02 -0.05
C -5.49 -4.25 3.47 -0.86
C -5.12 -2.81 3.68 0.01
C -5.56 -1.87 2.56 -1.06
C -4.95 -0.49 2.81 -1.51
C -3.64 -0.22 1.98 1.30
C -4.01 0.83 0.91 -1.99
C -2.82 1.64 0.33 -0.04
B -3.26 3.18 0.23 0.57
N -3.21 3.88 -1.02 -0.53
O -3.72 3.84 1.35 -0.64
N -1.61 1.39 1.17 1.00
C -0.45 2.21 0.92 -0.83
O -0.09 2.27 -0.45 -0.48
C 1.22 2.59 -0.54 0.79
F 1.55 3.02 -1.73 -0.23
F 1.99 1.50 -0.27 -0.32
F 1.59 3.53 0.33 -0.12
C -1.93 1.36 2.49 -1.40
N -1.66 2.31 3.30 0.50
C -1.92 2.38 4.74 -0.59
C -0.76 3.20 5.30 -0.88
O 0.35 2.81 4.54 -0.01
C 1.61 2.90 5.15 -1.39
C 2.55 2.66 3.98 0.51
F 2.30 3.63 3.07 -0.33
F 2.21 1.50 3.40 0.24
C 4.04 2.67 4.33 0.41
F 4.30 1.63 5.12 -0.30
F 4.28 3.76 5.04 -0.34
C 4.94 2.62 3.09 0.70
F 4.59 1.63 2.26 -0.17
F 4.85 3.79 2.39 -0.47
C 6.49 2.41 3.33 0.47
F 6.79 1.18 3.69 -0.21
F 7.07 3.34 4.17 -0.21
N -2.60 0.24 2.94 1.09
C -1.61 -0.77 3.31 -1.82
C -0.72 -1.28 2.15 1.25
C 0.20 -2.41 2.57 -0.15
C 1.51 -1.92 3.17 -1.21
N 2.04 -0.77 2.42 0.44
C 3.47 -0.69 2.63 -0.48
N 3.90 -0.59 3.79 -0.28
N 4.36 -0.74 1.52 -0.55
H -6.78 -5.44 0.67 0.35
H -7.54 -4.65 2.03 0.43
H -6.70 -6.23 2.28 0.39
H -6.48 -4.42 3.88 0.49
H -4.78 -4.88 4.01 0.35
H -4.03 -2.72 3.78 -0.20
H -5.55 -2.50 4.62 0.57
H -5.40 -2.27 1.56 0.50
H -6.71 -1.73 2.68 0.19
H -4.72 -0.35 3.86 0.47
H -5.69 0.26 2.58 0.58
H -3.42 -1.18 1.52 0.32
H -4.46 0.28 0.09 0.36
H -4.77 1.52 1.25 0.67
H -2.57 1.32 -0.68 0.43
H -2.73 3.34 -1.74 0.22
H -4.13 4.07 -1.40 0.28
H -4.52 4.33 1.15 0.31
H 0.39 1.71 1.43 -0.06
H -0.48 3.22 1.34 0.63
H -1.19 3.13 2.93 0.22
H -1.91 1.42 5.22 0.40
H -2.84 2.94 4.90 0.42
H -0.62 2.93 6.35 0.50
H -0.99 4.27 5.30 0.39
H 1.81 3.88 5.58 0.48
H 1.78 2.13 5.90 0.47
H 6.95 2.59 2.35 0.17
H -2.06 -1.64 3.79 0.50
H -0.94 -0.34 4.05 0.17
H -0.14 -0.46 1.78 -0.65
H -1.30 -1.61 1.29 0.60
H 0.44 -3.03 1.67 0.05
H -0.32 -3.07 3.30 0.29
H 1.40 -1.69 4.22 0.57
H 2.25 -2.73 3.14 0.40
H 1.89 -0.87 1.42 0.22
H 3.16 -0.55 4.49 0.25
H 4.20 -1.54 0.92 0.32
H 4.36 0.12 1.00 0.06
Cl -4.39 -5.65 0.80 0.11
K 5.17 3.38 0.31 0.93
F 6.60 4.36 6.62 -0.46
O 5.18 5.53 -6.08 -0.79
P 5.72 5.08 -4.78 1.04
O 7.27 5.55 -4.76 -0.35
C 7.56 6.95 -4.65 -0.36
C 7.42 7.45 -3.22 -0.76
O 5.91 3.47 -5.09 -0.36
C 5.16 2.82 -6.12 -0.27
C 5.99 2.65 -7.37 -1.24
O 5.66 4.78 -3.19 -0.07
C 4.44 4.24 -2.62 0.11
C 4.51 2.72 -2.47 -0.91
H 6.91 7.52 -5.32 0.31
H 8.58 7.08 -4.99 0.32
H 6.38 7.42 -2.89 0.11
H 7.78 8.48 -3.14 0.41
H 8.00 6.82 -2.54 0.21
H 4.24 3.37 -6.33 0.38
H 4.86 1.84 -5.73 0.34
H 6.41 3.60 -7.70 0.31
H 5.39 2.23 -8.18 0.38
H 6.83 1.98 -7.17 0.30
H 3.58 4.54 -3.22 0.45
H 4.33 4.68 -1.64 -0.11
H 4.27 2.20 -3.39 0.18
H 3.78 2.42 -1.72 -0.09
H 5.51 2.40 -2.17 0.43
Al 0.35 -4.69 1.88 0.42
O 4.05 8.36 -1.00 -0.45
P 2.96 7.35 -0.69 0.43
O 1.93 7.92 0.27 -0.46
O 3.58 6.12 -0.03 -0.08
O 2.30 6.92 -1.99 -0.41
O -2.81 -7.28 -3.44 -0.76
P -3.77 -7.00 -4.54 1.09
O -4.38 -5.53 -4.20 -0.31
C -3.54 -4.38 -4.32 -0.28
C -3.39 -3.94 -5.77 -1.02
O -5.04 -7.95 -4.09 -0.33
C -4.85 -9.08 -3.24 -0.35
C -5.23 -8.74 -1.82 -1.00
O -4.29 -6.99 -6.08 -0.30
C -4.06 -8.17 -6.90 -0.34
C -5.28 -9.07 -6.92 -0.92
H -2.56 -4.58 -3.87 0.29
H -4.01 -3.58 -3.74 0.29
H -2.83 -4.68 -6.35 0.26
H -2.85 -2.99 -5.83 0.40
H -4.36 -3.83 -6.24 0.26
H -3.82 -9.45 -3.30 0.37
H -5.49 -9.88 -3.62 0.37
H -4.69 -7.86 -1.46 0.09
H -5.01 -9.58 -1.15 0.40
H -6.29 -8.52 -1.76 0.31
H -3.18 -8.72 -6.56 0.33
H -3.86 -7.81 -7.91 0.34
H -5.31 -9.71 -6.04 0.14
H -5.27 -9.72 -7.79 0.40
H -6.20 -8.48 -6.93 0.29
Al 6.99 2.57 6.41 0.34
F 3.24 -2.15 5.43 -0.83
Br -7.85 -1.54 4.41 -0.53
```

Output
lowest unoccupied orbital energy = -7.0 eV
charge = +1

---

CH10F5MgN2OTe | ωB97M-V/def2-TZVPD

Structure (XYZ):
```
21
Properties=species:S:1:pos:R:3:mulliken_charge:R:1
C 0.64 1.61 -2.14 -1.21
Mg 0.74 -0.02 -0.94 0.74
N 0.07 -2.12 1.18 -0.40
N -0.83 -1.41 -1.73 -0.78
H -0.36 -1.15 1.16 0.32
H 0.88 -2.18 0.53 0.32
H 1.44 2.34 -1.89 0.26
H -0.35 2.06 -1.96 0.24
H 0.72 1.30 -3.20 0.36
H -1.68 -1.05 -1.20 0.32
H -0.84 -2.43 -1.77 0.25
H -0.94 -1.08 -2.71 0.28
H -0.60 -2.84 0.95 0.38
H 0.42 -2.35 2.12 0.37
F -1.61 2.42 2.28 -0.49
Te -0.02 1.47 1.70 1.47
F -0.37 -0.14 2.85 -0.63
F 1.76 0.09 0.71 -0.70
F 0.50 3.00 0.54 -0.56
F 1.21 2.00 3.23 -0.61
O -0.77 0.46 0.30 -0.94
```

Output
energy relative to the best compared isomer or geometry (same formula, charge and spin) = 0.00 kJ/mol
lowest unoccupied orbital energy (spin up / spin down) = 1.6 / 1.6 eV
charge = -1

---

C4H9N3 | ωB97M-V/def2-TZVPD

Structure (XYZ):
```
16
Properties=species:S:1:pos:R:3:mulliken_charge:R:1
C 0.56 -1.32 -1.16 -0.65
C -0.32 1.16 1.99 -1.17
C 0.76 0.19 -0.07 0.19
C -0.42 0.23 0.82 0.66
N -0.30 -1.01 -2.22 -0.53
N 1.34 1.28 -0.35 -0.62
N -1.36 -0.58 0.56 -0.59
H 2.12 1.17 -1.00 0.25
H -2.08 -0.62 1.29 0.23
H -0.06 -0.14 -2.68 0.26
H -1.28 -0.97 -1.93 0.29
H 0.26 -2.23 -0.65 0.35
H 1.61 -1.36 -1.44 0.37
H -1.25 1.18 2.57 0.37
H -0.07 2.16 1.61 0.30
H 0.49 0.86 2.64 0.28
```

Output
energy relative to the best compared isomer or geometry (same formula, charge and spin) = 212.13 kJ/mol
lowest unoccupied orbital energy = 0.6 eV
SMILES = [H]/N=C(C)/C(CN)=N/[H]

---

C4H9FNO | ωB97M-V/def2-TZVPD

Structure (XYZ):
```
16
Properties=species:S:1:pos:R:3:mulliken_charge:R:1
C 2.30 0.20 0.03 -0.69
O 1.66 -1.04 0.04 -0.37
C 0.30 -0.94 -0.45 -0.43
C -0.68 -0.35 0.56 -0.76
C -1.51 0.87 0.07 -0.19
N -2.91 0.78 0.20 -0.76
F -3.19 -0.53 -0.54 -0.40
H 2.36 0.62 -0.98 0.27
H 1.79 0.93 0.66 0.27
H 3.32 0.05 0.41 0.25
H 0.03 -1.96 -0.71 0.27
H 0.33 -0.32 -1.35 0.31
H -1.34 -1.12 0.92 0.35
H -0.07 -0.03 1.42 0.31
H -1.24 1.74 0.68 0.28
H -1.15 1.11 -0.97 0.29
```

Output
lowest unoccupied orbital energy = 3.7 eV
charge = -1

---

C22H23Cl2F7O21 | ωB97M-V/def2-TZVPD

Structure (XYZ):
```
75
Properties=species:S:1:pos:R:3:mulliken_charge:R:1
C -0.87 -0.55 1.25 0.96
Cl -0.80 0.01 2.94 -0.19
Cl -0.39 -2.23 1.07 -0.15
H -1.87 -0.40 0.85 -0.11
H -0.20 0.10 0.69 -0.53
C -0.33 -0.04 -3.88 -0.23
C -0.51 1.22 -3.05 1.24
O -1.89 1.47 -3.17 -0.31
C -2.39 0.78 -4.24 0.44
O -3.53 0.76 -4.55 -0.53
O -1.41 0.07 -4.83 -0.41
F 0.18 2.27 -3.56 -0.34
H -0.52 -0.93 -3.28 0.28
H 0.61 -0.10 -4.41 0.16
H -0.27 1.08 -2.00 -0.36
C 2.20 -4.21 -0.39 0.29
C 1.30 -5.35 -0.84 0.39
O 2.16 -6.19 -1.55 -0.35
C 3.28 -5.49 -1.91 0.56
O 4.15 -5.93 -2.58 -0.51
O 3.25 -4.26 -1.39 -0.30
F 0.35 -4.87 -1.71 -0.29
H 2.68 -4.41 0.57 0.20
H 1.76 -3.22 -0.40 -0.28
H 0.79 -5.90 -0.06 0.32
C 3.91 0.09 -3.89 -0.57
C 4.71 -0.68 -2.86 0.25
O 3.70 -1.29 -2.11 -0.28
C 2.57 -0.53 -2.18 0.54
O 1.61 -0.62 -1.50 -0.38
O 2.72 0.39 -3.16 -0.27
F 5.42 0.17 -2.06 -0.28
H 3.67 -0.54 -4.74 0.32
H 4.40 0.99 -4.24 0.32
H 5.40 -1.44 -3.21 0.34
C 2.16 -3.19 4.95 -0.49
C 1.02 -3.68 4.08 0.99
O -0.06 -2.89 4.48 -0.31
C 0.21 -2.30 5.67 0.67
O -0.59 -1.77 6.36 -0.51
O 1.53 -2.41 5.96 -0.35
F 0.69 -4.99 4.35 -0.32
H 2.86 -2.55 4.42 0.30
H 2.72 -4.01 5.40 0.31
H 1.22 -3.60 3.01 -0.27
C -2.88 2.86 2.97 0.30
C -2.11 4.17 2.86 0.39
O -2.93 5.08 3.47 -0.37
C -4.23 4.67 3.24 0.55
O -5.18 5.37 3.31 -0.51
O -4.24 3.36 2.95 -0.31
F -1.95 4.50 1.53 -0.31
H -2.73 2.38 3.93 0.26
H -2.75 2.22 2.11 -0.35
H -1.11 4.13 3.29 0.32
C -5.19 1.83 -1.80 -0.38
C -4.00 1.79 -0.87 0.49
O -3.84 0.42 -0.66 -0.06
C -5.03 -0.22 -0.92 0.49
O -5.22 -1.37 -0.73 -0.53
O -5.92 0.66 -1.42 -0.38
F -4.32 2.36 0.35 -0.35
H -4.87 1.70 -2.84 0.13
H -5.81 2.72 -1.78 0.36
H -3.12 2.27 -1.26 0.20
C 2.51 2.99 1.26 -0.52
C 2.66 3.39 -0.19 0.20
O 1.34 3.64 -0.56 -0.28
C 0.54 2.78 0.16 0.52
O -0.56 2.49 -0.14 -0.36
O 1.22 2.34 1.24 -0.17
F 3.11 2.32 -0.92 -0.22
H 2.44 3.84 1.93 0.32
H 3.26 2.27 1.58 0.28
H 3.31 4.24 -0.37 0.33
```

Output
energy relative to the best compared isomer or geometry (same formula, charge and spin) = 0.00 kJ/mol
lowest unoccupied orbital energy = -0.2 eV
SMILES = O=C1OC[C@@H](F)O1.O=C1OC[C@@H](F)O1.O=C1OC[C@@H](F)O1.O=C1OC[C@@H](F)O1.O=C1OC[C@@H](F)O1.O=C1OC[C@@H](F)O1.O=C1OC[C@@H](F)O1.ClCCl

---

C3H3NO2 | ωB97M-V/def2-TZVPD

Structure (XYZ):
```
9
Properties=species:S:1:pos:R:3:mulliken_charge:R:1
O -0.02 1.39 -0.90 -0.51
C 0.14 0.28 -0.11 0.29
C -1.04 -0.66 0.04 -0.05
O -2.13 -0.42 -0.40 -0.41
C 1.44 -0.40 -0.22 0.18
N 2.42 -0.99 -0.30 -0.34
H -0.07 1.62 0.16 0.31
H 0.11 0.76 1.07 0.20
H -0.80 -1.51 0.70 0.33
```

Output
energy relative to the best compared isomer or geometry (same formula, charge and spin) = 439.67 kJ/mol
lowest unoccupied orbital energy = -0.6 eV

---

C27H32N6O3 | ωB97M-V/def2-TZVPD

Structure (XYZ):
```
68
Properties=species:S:1:pos:R:3:mulliken_charge:R:1
C 0.35 3.77 0.32 -1.35
H 0.57 3.50 -0.71 0.22
C 0.52 2.56 1.22 -0.89
H 1.54 2.19 1.14 0.40
H 0.35 2.85 2.26 0.41
C -0.43 1.39 0.88 0.98
C -1.83 1.72 1.25 -0.20
N -2.51 2.81 0.94 0.01
N -3.70 2.69 1.50 -0.81
N -3.81 1.60 2.13 -0.47
N -2.65 0.94 2.01 0.87
C -2.49 -0.38 2.54 -1.20
C -3.11 -1.41 1.62 0.54
C -4.44 -1.29 1.23 -0.04
C -5.00 -2.22 0.37 -0.70
C -4.23 -3.27 -0.10 -0.46
C -2.91 -3.41 0.29 -0.64
C -2.35 -2.48 1.16 -0.38
H -1.32 -2.58 1.47 0.49
H -2.32 -4.23 -0.07 0.40
H -4.67 -4.00 -0.77 0.42
H -6.03 -2.12 0.08 0.42
H -5.02 -0.46 1.59 0.47
H -3.00 -0.40 3.51 0.37
H -1.43 -0.60 2.69 0.40
N -0.25 0.98 -0.51 0.85
C 0.18 -0.41 -0.66 -0.15
C 1.56 -0.59 -0.10 -0.77
C 2.66 -0.19 -0.77 0.31
C 3.98 -0.34 -0.24 0.67
C 5.12 0.07 -0.92 -0.57
C 6.38 -0.12 -0.38 0.48
C 6.50 -0.73 0.88 -0.50
C 5.38 -1.14 1.56 -1.07
C 4.11 -0.96 1.02 -0.37
N 2.98 -1.35 1.68 0.04
C 1.69 -1.19 1.23 0.39
O 0.75 -1.55 1.94 -0.78
H 3.07 -1.77 2.59 0.25
H 5.48 -1.61 2.53 0.39
H 7.47 -0.89 1.32 0.42
O 7.43 0.31 -1.13 -0.44
C 8.74 0.15 -0.62 -0.89
H 8.88 0.70 0.31 0.35
H 9.40 0.57 -1.38 0.24
H 8.99 -0.90 -0.47 0.35
H 5.04 0.54 -1.89 0.50
H 2.55 0.28 -1.74 0.55
H 0.18 -0.63 -1.72 0.95
H -0.51 -1.11 -0.16 -0.50
C -1.26 1.38 -1.46 -2.09
H -0.80 1.38 -2.45 0.35
C -2.50 0.48 -1.53 2.79
H -2.74 0.08 -0.53 -1.38
C -3.73 1.17 -2.11 -0.87
H -4.24 1.79 -1.37 0.38
C -4.56 -0.02 -2.58 -0.39
H -5.22 0.23 -3.41 0.45
C -3.48 -1.04 -2.98 -0.56
H -3.73 -2.05 -2.63 0.21
O -2.26 -0.62 -2.40 -0.46
H -3.34 -1.07 -4.07 0.39
H -5.16 -0.41 -1.76 0.00
H -3.43 1.80 -2.95 0.40
H -1.57 2.39 -1.21 0.45
H -0.13 0.55 1.52 -0.45
H 1.03 4.56 0.63 0.51
H -0.67 4.14 0.37 0.29
```

Output
energy relative to the best compared isomer or geometry (same formula, charge and spin) = 223.56 kJ/mol
lowest unoccupied orbital energy = 0.0 eV
SMILES = CC[C@@H](c1nnnn1Cc1ccccc1)N(Cc1cc2cc(OC)ccc2[nH]c1=O)C[C@H]1CCCO1